The following is a DFT calculation (ωB97M-V/def2-TZVPD) of a single C5H9P molecule in a non-equilibrium geometry.

Geometry as ORCA input:
```
! RIJCOSX wB97M-V def2-TZVPD def2/J DEFGRID3
* xyz 0 3
C -1.77 -0.38 -0.61
C -0.27 1.64 0.16
C -0.33 0.32 -0.53
C 2.01 -0.43 0.17
C 0.52 -0.74 0.18
P -3.14 -0.17 0.26
H -0.48 2.54 -0.39
H -0.42 1.66 1.22
H -0.01 0.42 -1.57
H 2.22 0.49 0.71
H 2.38 -0.32 -0.84
H 2.55 -1.24 0.65
H 0.17 -0.82 1.22
H 0.34 -1.70 -0.31
H -3.78 -1.27 -0.33
*
```

Results
Kohn-Sham gap (spin up / spin down): 8.47 / 8.38 eV
LUMO level (spin up / spin down): 0.45 / -1.00 eV
relative energy (zero: lowest compared OMol25 entry of this formula, charge and spin): 5.8 kcal/mol



The following is a DFT calculation (ωB97M-V/def2-TZVPD) of a molecular structure, C38H46MnOP2Si in a non-equilibrium geometry.

Geometry as ORCA input:
```
! RIJCOSX wB97M-V def2-TZVPD def2/J DEFGRID3
* xyz 2 4
Mn -0.01 0.00 4.83
C -2.06 -0.08 5.69
C -2.17 -0.40 4.34
C -2.66 0.55 3.26
C -1.51 1.31 2.55
C -0.38 1.72 3.46
C -0.51 2.20 4.76
C -1.83 2.47 5.46
C -2.33 1.28 6.31
C 2.05 0.27 4.70
H -2.01 -0.90 6.40
H -2.17 -1.46 4.09
H -3.37 1.25 3.68
H -3.20 -0.03 2.51
H -1.08 0.66 1.78
H -1.91 2.18 2.02
H 0.58 1.87 2.97
H 0.37 2.67 5.20
H -2.59 2.76 4.73
H -1.70 3.33 6.12
H -1.82 1.29 7.28
H -3.40 1.39 6.52
H 2.56 -0.18 5.56
H 2.32 1.33 4.64
H 2.41 -0.24 3.80
P 0.12 -2.54 -4.63
P 2.25 0.55 -4.89
C -0.24 -0.87 -5.24
C 0.49 0.27 -5.22
C -0.81 -3.67 -5.72
C -1.98 -3.29 -6.40
C -2.63 -4.20 -7.24
C -2.12 -5.49 -7.39
C -0.97 -5.87 -6.71
C -0.31 -4.96 -5.89
C -0.92 -2.50 -3.10
C -0.53 -1.65 -2.06
C -1.25 -1.61 -0.87
C -2.36 -2.43 -0.69
C -2.75 -3.29 -1.72
C -2.04 -3.33 -2.92
C 2.71 1.33 -6.50
C 2.71 0.51 -7.64
C 3.09 1.03 -8.88
C 3.49 2.36 -8.99
C 3.52 3.17 -7.86
C 3.13 2.66 -6.62
C 2.29 1.97 -3.73
C 3.39 2.05 -2.86
C 3.48 3.10 -1.95
C 2.48 4.07 -1.89
C 1.38 3.99 -2.75
C 1.29 2.95 -3.68
H -1.28 -0.78 -5.58
H -0.01 1.18 -5.57
H -2.38 -2.29 -6.27
H -3.52 -3.90 -7.77
H -2.63 -6.20 -8.05
H -0.57 -6.88 -6.84
H 0.61 -5.25 -5.39
H 0.36 -1.03 -2.17
H -0.93 -0.94 -0.07
H -2.92 -2.40 0.24
H -3.62 -3.94 -1.59
H -2.36 -4.00 -3.71
H 2.43 -0.53 -7.56
H 3.07 0.38 -9.76
H 3.79 2.76 -9.96
H 3.83 4.21 -7.94
H 3.14 3.30 -5.75
H 4.15 1.28 -2.88
H 4.33 3.16 -1.27
H 2.55 4.88 -1.17
H 0.60 4.74 -2.71
H 0.45 2.89 -4.35
C 1.47 -0.99 9.18
Si -0.01 0.00 8.60
C -1.56 -0.80 9.28
C 0.17 1.75 9.26
O -0.01 0.00 6.83
H 1.49 -1.00 10.29
H 2.40 -0.53 8.80
H 1.38 -2.03 8.81
H -1.51 -0.82 10.38
H -2.45 -0.23 8.96
H -1.63 -1.84 8.89
H 1.11 2.19 8.87
H -0.69 2.37 8.95
H 0.22 1.71 10.37
*
```

Results
Kohn-Sham gap (spin up / spin down): 6.06 / 4.09 eV
LUMO level (spin up / spin down): -6.84 / -8.44 eV



| no. | DFT total energy (hartree) |
| --- | --- |
| 1 | -537.07214 |
| 2 | -3673.33762 |